(P)
A 2-piece molecular cluster, C14H16O overall, computed with ωB97M-V/def2-TZVPD.

Output
- E_HOMO (eV) = -8.336
- HOMO-LUMO gap (eV) = 9.17
- structure (SMILES) = Cc1ccc(O)cc1.Cc1ccccc1

ORCA input file:
```
! wB97M-V def2-TZVPD RIJCOSX def2/J DEFGRID3
* xyz 0 1
O 3.9430 1.9685 1.0354
C -2.2735 -0.1046 0.2505
C 1.4764 -0.3522 -0.3706
C 1.6873 -1.4372 0.4824
C -1.8811 1.0792 -0.2852
C -2.7389 0.3563 -2.4437
C -2.2265 1.3137 -1.6662
C -3.0440 -0.9401 -1.8599
C 2.1248 0.8602 -0.0767
C 3.0884 0.9025 0.9221
C 3.2254 -0.1420 1.7885
C -1.2301 2.1533 0.4795
C -2.9124 -1.1206 -0.5216
C 0.6742 -2.5840 0.5088
C 2.5147 -1.3316 1.5972
H 3.9927 -0.2053 2.5535
H 1.9531 1.5996 -0.8475
H 0.8222 -0.3628 -1.2290
H -1.4614 3.1814 0.1942
H -3.0505 0.4075 -3.4766
H 2.7288 -2.2180 2.1767
H -0.0656 -2.3843 -0.2712
H -2.1940 -0.1829 1.3320
H -3.1126 -2.0639 -0.0363
H -2.0985 2.3582 -1.9430
H 3.9503 2.5203 0.2285
H 0.0310 -2.4060 1.3800
H -0.1206 2.1251 0.4320
H -1.3064 2.1472 1.5686
H 1.1137 -3.5697 0.6316
H -3.6098 -1.5678 -2.5340
*
```

Löwdin atomic charges, in units of e:
1. O 0.036
2. C -0.062
3. C -0.042
4. C -0.276
5. C -0.292
6. C -0.086
7. C -0.061
8. C -0.090
9. C -0.041
10. C -0.337
11. C -0.021
12. C -0.063
13. C -0.093
14. C -0.055
15. C -0.042
16. H 0.118
17. H 0.111
18. H 0.110
19. H 0.080
20. H 0.098
21. H 0.113
22. H 0.061
23. H 0.114
24. H 0.100
25. H 0.109
26. H 0.116
27. H 0.076
28. H 0.067
29. H 0.083
30. H 0.074
31. H 0.094

(Q)
A 2-piece molecular cluster, C14H16O overall, computed with ωB97M-V/def2-TZVPD.

Output
- E_HOMO (eV) = -8.313
- HOMO-LUMO gap (eV) = 9.07
- structure (SMILES) = Cc1ccc(O)cc1.Cc1ccccc1

ORCA input file:
```
! wB97M-V def2-TZVPD RIJCOSX def2/J DEFGRID3
* xyz 0 1
O 2.7866 0.3987 2.3391
C 2.1528 0.0056 0.2014
C -3.0527 -1.9265 0.7306
C -2.5477 0.5157 0.1065
C -2.2349 -0.9296 0.3200
C 2.0319 2.2925 0.9207
C 1.7011 1.7397 -1.3920
C 2.4242 0.9618 1.1383
C 1.5835 2.6938 -0.3065
C -2.5978 -3.1946 1.1701
C -1.2466 -3.4530 0.9708
C 1.1638 2.0722 -2.7442
C -0.3597 -2.5538 0.3497
C 1.8482 0.3808 -1.1082
C -0.8684 -1.2886 0.0453
H 1.6275 3.7249 -0.6485
H -1.8706 1.2892 0.3095
H -0.0745 -0.7395 -0.4837
H 2.7817 0.9678 3.1385
H 0.9376 3.2112 -2.7917
H 0.6483 -2.8356 0.1167
H -3.0731 0.5830 -0.8864
H 2.0389 3.0478 1.6651
H -0.9473 -4.4507 1.2019
H -3.3305 0.7701 0.8871
H 0.3003 1.3657 -2.9367
H -3.9807 -1.5368 1.1791
H -3.4388 -3.8146 1.4991
H 1.7536 -0.2892 -1.8805
H 1.6876 2.0179 -3.6873
H 2.1560 -1.0259 0.5761
*
```

Löwdin atomic charges, in units of e:
1. O 0.027
2. C -0.036
3. C -0.084
4. C -0.053
5. C -0.291
6. C -0.032
7. C -0.270
8. C -0.309
9. C -0.038
10. C -0.073
11. C -0.103
12. C -0.082
13. C -0.075
14. C -0.065
15. C -0.030
16. H 0.109
17. H 0.049
18. H 0.077
19. H 0.123
20. H 0.102
21. H 0.092
22. H 0.101
23. H 0.100
24. H 0.084
25. H 0.092
26. H 0.095
27. H 0.115
28. H 0.106
29. H 0.092
30. H 0.058
31. H 0.121

Short version: (Q) is the least stable of them.

(P)
A 2-piece molecular cluster, C5H7NO4 overall, computed with ωB97M-V/def2-TZVPD.

Output
- E_HOMO (eV) = -8.953
- HOMO-LUMO gap (eV) = 9.29
- structure (SMILES) = O/C=C\C=C\O.O=C=NO

ORCA input file:
```
! wB97M-V def2-TZVPD RIJCOSX def2/J DEFGRID3
* xyz 0 1
O -2.3489 0.8140 3.5553
O -0.8402 2.0741 0.5938
O -0.7897 -1.9815 1.3287
O 1.5667 0.9270 -0.6106
N -1.0513 1.6974 1.8741
C -0.1741 -1.0219 -0.7975
C 0.7511 -0.7341 -1.8568
C 0.1782 -1.4618 0.4043
C -1.7789 1.1066 2.5826
C 1.5540 0.3059 -1.8337
H 1.1671 -1.6753 0.8077
H -0.0341 1.4735 0.2273
H -1.6744 -1.8595 0.9343
H 1.7246 1.9098 -0.7233
H 2.2457 0.7388 -2.5523
H -1.1945 -1.0524 -1.0566
H 0.6985 -1.2607 -2.8774
*
```

Löwdin atomic charges, in units of e:
1. O 0.139
2. O -0.041
3. O -0.036
4. O -0.071
5. N 0.037
6. C -0.133
7. C -0.121
8. C -0.114
9. C -0.346
10. C -0.185
11. H 0.137
12. H 0.131
13. H 0.095
14. H 0.142
15. H 0.123
16. H 0.106
17. H 0.138

(Q)
A 2-piece molecular cluster, C5H7NO4 overall, computed with ωB97M-V/def2-TZVPD.

Output
- E_HOMO (eV) = -10.471
- HOMO-LUMO gap (eV) = 10.46
- structure (SMILES) = CC(=O)COC(=O)C#N.O

ORCA input file:
```
! wB97M-V def2-TZVPD RIJCOSX def2/J DEFGRID3
* xyz 0 1
O 1.0441 -2.7962 -0.0969
O -2.9181 -0.3724 -0.0891
O -0.0378 -0.9188 -0.6471
O -0.7420 1.5750 -0.1527
N -2.1343 -3.1828 0.6534
C 0.4526 1.3673 -0.1778
C 1.4752 2.4387 0.0531
C -1.3177 -2.7408 -0.0611
C 0.9852 -0.0549 -0.1658
C 0.0404 -2.2049 -0.3776
H -2.1348 0.1965 -0.0047
H 1.3001 -0.2982 0.8600
H 1.8661 -0.1539 -0.8161
H -3.0999 -0.9641 0.7538
H 2.0485 2.5732 -0.8775
H 2.1909 2.1544 0.8361
H 0.9813 3.3818 0.3101
*
```

Löwdin atomic charges, in units of e:
1. O 0.163
2. O -0.127
3. O 0.018
4. O 0.108
5. N 0.190
6. C -0.391
7. C -0.004
8. C -0.058
9. C -0.077
10. C -0.485
11. H -0.019
12. H 0.159
13. H 0.149
14. H 0.083
15. H 0.099
16. H 0.096
17. H 0.096

Short version: (P) is the least stable of them.

(P)
One molecule with the formula C20H23N3O3, computed with ωB97M-V/def2-TZVPD.

Output
- E_HOMO (eV) = -7.972
- HOMO-LUMO gap (eV) = 8.64
- structure (SMILES) = COc1ccc(C)cc1NC(=O)CNC(=O)[C@@H]1Cc2ccccc2CN1

ORCA input file:
```
! wB97M-V def2-TZVPD RIJCOSX def2/J DEFGRID3
* xyz 0 1
O 2.0471 0.6138 -0.2126
O 1.2237 -4.1189 0.4402
O 0.2263 -0.6752 -2.5395
N -0.9227 -2.3030 -1.4802
N 1.6575 -1.9825 -0.2518
N -2.7229 -0.6061 -0.5357
C -0.7735 -1.0545 -1.9555
C 3.9439 -1.7242 2.6682
C 4.1671 -0.3586 2.6501
C -3.6081 4.3831 -0.8227
C -3.9732 0.1271 -0.4203
C -3.8290 1.6250 -0.5593
C 4.5994 -2.6111 3.6829
C 0.1296 -3.2918 -1.5454
C 3.1045 -2.2783 1.7066
C 3.5615 0.4547 1.7022
C 2.4967 -1.4843 0.7505
C 1.0725 -3.1971 -0.3319
C 2.7198 -0.0930 0.7515
C -1.5366 1.3053 -1.5642
C -4.8607 2.4595 -0.1476
C 2.3606 1.9719 -0.3916
C -1.9801 -0.1542 -1.7043
C -4.7555 3.8309 -0.2767
C -2.5802 3.5589 -1.2375
C -2.6777 2.1775 -1.1154
H -5.5642 4.4682 0.0487
H -4.6427 -0.2411 -1.2093
H 5.0539 -2.0248 4.4775
H 2.9170 -3.3393 1.6989
H 3.7501 1.5167 1.7231
H 2.0426 2.5757 0.4656
H 5.3765 -3.2112 3.2101
H 0.7057 -3.1092 -2.4578
H -0.3062 -4.2910 -1.5752
H -1.1308 1.6626 -2.5117
H -2.6485 -0.2507 -2.5707
H -0.7266 1.3557 -0.8275
H 1.4456 -1.3037 -0.9789
H -2.1582 -0.4283 0.2930
H 4.8191 0.0911 3.3844
H -5.7525 2.0217 0.2785
H -1.6847 3.9848 -1.6677
H -4.4313 -0.1198 0.5410
H 3.8725 -3.2937 4.1181
H -3.5175 5.4542 -0.9264
H -1.7514 -2.4925 -0.9342
H 1.8101 2.2822 -1.2786
H 3.4317 2.1176 -0.5610
*
```

Löwdin atomic charges, in units of e:
1. O -0.105
2. O 0.072
3. O 0.059
4. N 0.083
5. N 0.158
6. N -0.030
7. C -0.456
8. C -0.281
9. C -0.052
10. C -0.087
11. C -0.158
12. C -0.163
13. C -0.052
14. C -0.066
15. C 0.033
16. C -0.019
17. C -0.131
18. C -0.441
19. C -0.210
20. C -0.082
21. C -0.045
22. C -0.081
23. C -0.245
24. C -0.088
25. C -0.039
26. C -0.166
27. H 0.101
28. H 0.130
29. H 0.072
30. H 0.111
31. H 0.103
32. H 0.097
33. H 0.083
34. H 0.132
35. H 0.129
36. H 0.130
37. H 0.169
38. H 0.125
39. H 0.113
40. H 0.135
41. H 0.108
42. H 0.112
43. H 0.113
44. H 0.126
45. H 0.080
46. H 0.101
47. H 0.134
48. H 0.091
49. H 0.100

(Q)
One molecule with the formula C20H23N3O3, computed with ωB97M-V/def2-TZVPD.

Output
- E_HOMO (eV) = -9.280
- HOMO-LUMO gap (eV) = 9.68
- structure (SMILES) = Cc1ccnc(C)c1C(=O)NC[C@@H]1Cc2ccccc2CN1C(=O)CO

ORCA input file:
```
! wB97M-V def2-TZVPD RIJCOSX def2/J DEFGRID3
* xyz 0 1
O -0.9288 3.9019 -3.7453
O -1.6700 1.8166 -5.1250
O -1.0427 -0.9642 -1.3698
N 0.1958 0.0696 0.2073
N 0.4367 2.8069 -2.3226
N 1.2845 -4.3062 0.4010
C -0.0012 1.3831 -0.3715
C 2.3229 1.5978 -1.3924
C -0.7999 -2.7363 1.4247
C 4.1886 3.9800 0.9057
C -0.9127 1.5394 -3.9809
C 2.7218 2.8396 -0.6404
C 0.7652 4.0774 -1.6865
C -1.9236 -1.8957 1.9638
C -0.4632 2.8469 -3.3387
C -0.0471 -2.3273 0.3283
C -0.4706 -3.9604 1.9930
C 0.5705 -4.6948 1.4544
C 3.4398 5.1413 0.7589
C 0.9766 -3.1402 -0.1640
C 2.3386 5.1456 -0.0782
C 0.8224 1.5738 -1.6539
C -0.3546 -1.0320 -0.3656
C 1.9728 4.0032 -0.7860
C 1.7645 -2.7385 -1.3787
C 3.8236 2.8399 0.2120
H 2.6178 0.7076 -0.8324
H 0.7701 -0.0464 1.0242
H 1.1452 -2.8194 -2.2739
H 0.9351 4.8075 -2.4781
H -1.4728 0.9470 -3.2461
H 5.0491 3.9645 1.5616
H 0.2698 2.1311 0.3747
H -2.5297 -1.4864 1.1550
H 3.7126 6.0385 1.2988
H 0.5883 0.7390 -2.3098
H 2.1052 -1.7029 -1.3137
H -0.0417 0.9473 -4.2758
H -2.5671 -2.4845 2.6149
H 4.3999 1.9287 0.3281
H -1.5382 -1.0554 2.5450
H 0.8452 -5.6506 1.8870
H -1.0228 -4.3403 2.8428
H -1.9713 2.7336 -5.0236
H -1.0583 1.5060 -0.6145
H -0.0950 4.4495 -1.1178
H 1.7492 6.0489 -0.1902
H 2.8424 1.5536 -2.3535
H 2.6253 -3.3935 -1.4832
*
```

Löwdin atomic charges, in units of e:
1. O 0.065
2. O -0.043
3. O 0.087
4. N 0.101
5. N -0.002
6. N 0.105
7. C -0.099
8. C -0.074
9. C -0.207
10. C -0.084
11. C -0.176
12. C -0.175
13. C -0.076
14. C -0.023
15. C -0.407
16. C -0.067
17. C -0.026
18. C -0.130
19. C -0.083
20. C -0.270
21. C -0.036
22. C -0.262
23. C -0.468
24. C -0.154
25. C -0.011
26. C -0.037
27. H 0.108
28. H 0.153
29. H 0.093
30. H 0.138
31. H 0.122
32. H 0.102
33. H 0.135
34. H 0.089
35. H 0.103
36. H 0.124
37. H 0.066
38. H 0.130
39. H 0.080
40. H 0.113
41. H 0.087
42. H 0.106
43. H 0.110
44. H 0.079
45. H 0.137
46. H 0.141
47. H 0.118
48. H 0.136
49. H 0.080

Short version: (P) is the least stable of them.

(P)
One molecule with the formula C5H11NS, computed with ωB97M-V/def2-TZVPD.

Output
- E_HOMO (eV) = -8.823
- HOMO-LUMO gap (eV) = 9.75
- structure (SMILES) = C[C@H]1CN[C@H]1CS

ORCA input file:
```
! wB97M-V def2-TZVPD RIJCOSX def2/J DEFGRID3
* xyz 0 1
S -0.7506 1.1656 -2.4085
N 1.4017 0.7196 0.0600
C 1.4932 -0.4855 0.8912
C -0.5205 -1.6061 -0.1998
C -0.8995 1.4983 -0.6545
C -0.0735 -0.6282 0.8639
C -0.0203 0.8911 0.3866
H -0.1754 1.5154 1.2863
H -0.8201 2.5867 -0.6171
H -1.5691 -1.6497 -0.3503
H 1.9446 1.4996 0.3766
H 1.9539 -0.4265 1.8723
H -0.0540 -1.3524 -1.1318
H -1.1509 -0.1338 -2.3806
H 2.0083 -1.3948 0.4635
H -0.1888 -2.6513 0.0706
H -0.6214 -0.8397 1.8333
H -1.9575 1.2917 -0.3616
*
```

Löwdin atomic charges, in units of e:
1. S 0.707
2. N -0.004
3. C -0.178
4. C -0.105
5. C -0.561
6. C -0.266
7. C -0.388
8. H 0.138
9. H 0.062
10. H 0.059
11. H 0.098
12. H 0.097
13. H 0.045
14. H -0.150
15. H 0.114
16. H 0.099
17. H 0.143
18. H 0.089

(Q)
One molecule with the formula C5H11NS, computed with ωB97M-V/def2-TZVPD.

Output
- E_HOMO (eV) = -8.644
- HOMO-LUMO gap (eV) = 9.46
- structure (SMILES) = C=C(CN)SCC

ORCA input file:
```
! wB97M-V def2-TZVPD RIJCOSX def2/J DEFGRID3
* xyz 0 1
S 1.4547 0.8749 -0.5344
N -2.6043 0.2485 -0.2709
C 1.6785 -1.6466 0.7537
C -1.1939 0.0988 -0.8273
C -0.7011 2.0991 0.7270
C 1.7425 -0.8550 -0.5714
C -0.2973 1.2398 -0.2048
H 0.5512 -1.7720 0.8657
H 0.1750 2.8035 0.9342
H 1.0559 -1.6275 -1.0705
H 2.0660 -2.7442 0.7907
H -1.0236 0.2975 -2.0113
H 2.7462 -1.0208 -1.0407
H -1.6236 2.3560 0.9994
H -2.3460 0.1658 0.7948
H -2.7566 1.3554 -0.3622
H 2.1007 -0.9196 1.4853
H -1.0242 -0.9536 -0.4571
*
```

Löwdin atomic charges, in units of e:
1. S 0.889
2. N -0.068
3. C -0.185
4. C -0.306
5. C -0.026
6. C -0.650
7. C -0.587
8. H 0.062
9. H 0.087
10. H 0.091
11. H 0.104
12. H 0.155
13. H 0.077
14. H 0.003
15. H 0.098
16. H 0.098
17. H 0.064
18. H 0.094

Short version: (Q) is the least stable of them.